# 1
{
  "formula": "C2H6SSi",
  "method": "the ωB97M-V functional and the def2-TZVPD basis",
  "species": ["C", "C", "Si", "H", "H", "H", "H", "S", "H", "H"],
  "positions_angstrom": [[-1.6969, 0.5936, 0.8015], [-0.6351, 0.0620, 1.3468], [0.6134, -0.5172, 2.3661], [-2.6842, -0.0685, 0.7701], [-1.7810, 1.5197, 0.2510], [1.4845, -1.7133, 1.9518], [1.0035, 0.1854, 3.7480], [0.7710, -0.3715, -3.6947], [-0.2222, -1.3047, -3.3452], [0.0010, 0.6146, -3.2916]],
  "forces_ev_per_a": [[-2.1, -2.1, -0.3], [0.7, 0.2, 1.0], [0.4, 0.1, 0.4], [1.9, 1.6, 0.4], [0.3, 0.1, -0.2], [-0.5, 1.1, 0.2], [-0.7, -0.9, -1.6], [-0.8, -1.5, 0.2], [1.1, 0.9, -0.4], [-0.3, 0.6, 0.2]],
  "mulliken_charge": [-0.24, -0.15, 0.02, 0.18, 0.27, -0.04, -0.03, -0.29, 0.15, 0.14],
  "total_charge": 0,
  "smiles": "C=C=[SiH2].S",
  "e_above_lowest_kj_mol": 428.9,
  "e_tot_ev": -20880.1999,
  "gap_ev": 8.503
}

=====

# 2
{
  "formula": "C2H6Se",
  "method": "the ωB97M-V functional and the def2-TZVPD basis",
  "species": ["C", "C", "Se", "H", "H", "H", "H", "H", "H"],
  "positions_angstrom": [[0.2188, 0.7782, -0.2764], [-0.7349, -0.3184, 0.0720], [0.2774, -1.7565, 0.7977], [0.9184, 1.0266, 0.6450], [0.8808, 0.3713, -1.0458], [-0.3301, 1.7839, -0.6174], [-1.2783, -0.8007, -0.8823], [-1.5656, 0.1077, 0.7436], [1.6134, -1.1921, 0.5636]],
  "forces_ev_per_a": [[0.7, 2.6, 0.5], [-2.9, 0.1, -1.4], [0.3, -1.2, 0.9], [-1.6, -0.3, -1.8], [0.0, 0.6, -0.2], [1.3, -2.3, 0.6], [1.1, 1.5, 2.0], [1.3, -1.1, -0.6], [-0.2, 0.1, 0.0]],
  "mulliken_charge": [-1.17, -0.29, -0.12, 0.28, 0.36, 0.27, 0.28, 0.31, 0.09],
  "total_charge": 0,
  "smiles": "CC[SeH]",
  "e_above_lowest_kj_mol": 22.0,
  "e_tot_ev": -67516.4600,
  "gap_ev": 9.613
}